1.
Molecular formula: C20H46Br16O2P2
Method: DFT, wB97M-V/def2-TZVPD

Each line ends with the Mulliken charge.
Element x y z (Å)
C -1.653 -2.622 0.363  -0.237
P 0.142 -3.352 0.317  0.058
O 0.631 -3.628 1.985  -0.439
P 1.392 -1.738 -0.543  0.463
C 2.291 -0.265 -1.384  -0.610
C 1.605 1.215 -1.025  -0.188
C -0.003 1.283 -1.344  0.520
O -0.631 1.926 -0.143  -0.371
H -1.683 -1.737 -0.436  0.145
H -2.485 -3.421 0.159  0.222
H -1.830 -2.096 1.410  -0.163
H 0.998 -2.718 2.270  0.213
H 2.609 -2.302 -0.014  0.109
H 0.666 -0.831 0.349  -0.162
H 0.924 -2.134 -1.857  -0.191
H 3.420 -0.165 -1.009  0.346
H 2.334 -0.416 -2.547  0.109
H 1.872 1.408 0.108  0.114
H 2.144 1.978 -1.763  0.148
H -0.524 0.231 -1.442  -0.092
H -0.286 2.005 -2.248  -0.315
H -0.552 1.315 0.649  0.124
Br -2.488 -0.204 2.312  -0.062
C -3.609 1.058 1.333  -0.313
C -4.191 2.102 2.256  -0.557
Br -5.678 1.379 3.293  -0.163
H -4.368 0.470 0.809  0.430
H -2.943 1.519 0.599  0.073
H -4.621 2.928 1.682  0.411
H -3.467 2.501 2.972  0.271
Br 0.730 -2.846 5.530  -0.113
C 2.642 -2.704 5.166  -0.647
C 3.083 -1.260 5.116  -0.453
Br 2.563 -0.420 3.433  -0.121
H 2.830 -3.248 4.236  0.403
H 3.128 -3.228 5.993  0.366
H 4.174 -1.188 5.144  0.349
H 2.662 -0.649 5.920  0.218
Br 0.106 2.542 3.596  -0.125
C 0.459 4.076 2.444  -0.271
C 1.729 4.785 2.850  -0.600
Br 1.451 5.876 4.444  -0.164
H -0.427 4.716 2.484  0.403
H 0.554 3.659 1.437  0.004
H 2.043 5.490 2.075  0.407
H 2.555 4.103 3.071  0.353
Br 3.726 -3.493 -2.997  -0.130
C 2.220 -4.225 -3.998  -0.173
C 2.108 -3.587 -5.363  -0.608
Br 1.334 -1.800 -5.246  -0.140
H 1.328 -4.087 -3.380  -0.081
H 2.431 -5.294 -4.088  0.392
H 1.421 -4.153 -5.998  0.341
H 3.069 -3.486 -5.875  0.407
Br 1.419 2.918 -4.140  -0.076
C 0.298 4.179 -5.119  -0.430
C -0.284 5.224 -4.196  -0.573
Br -1.770 4.501 -3.159  -0.161
H -0.461 3.591 -5.643  0.181
H 0.964 4.641 -5.853  0.361
H -0.714 6.050 -4.771  0.371
H 0.440 5.623 -3.481  0.384
Br -1.675 -3.837 -3.314  -0.097
C -2.847 -5.101 -2.401  -0.390
C -2.715 -6.488 -2.983  -0.641
Br -3.660 -6.635 -4.683  -0.155
H -3.862 -4.698 -2.465  0.411
H -2.522 -5.087 -1.357  0.133
H -3.189 -7.227 -2.330  0.389
H -1.679 -6.785 -3.167  0.370
Br 2.487 -1.001 9.504  -0.109
C 4.398 -0.859 9.139  -0.563
C 4.840 0.585 9.089  -0.546
Br 4.320 1.425 7.407  -0.129
H 4.587 -1.403 8.209  0.285
H 4.885 -1.383 9.966  0.369
H 5.931 0.657 9.117  0.338
H 4.419 1.196 9.893  0.362
Br -3.415 3.210 -7.151  -0.144
C -4.474 3.015 -5.524  -0.515
C -5.949 2.928 -5.838  -0.534
Br -6.684 4.684 -6.266  -0.141
H -4.217 3.856 -4.874  0.262
H -4.121 2.087 -5.066  0.346
H -6.511 2.591 -4.963  0.357
H -6.175 2.273 -6.684  0.373

Force components x, y, z for each atom (eV/Å):
0.202 1.264 0.493
-1.319 -2.828 0.821
0.303 3.220 -1.505
0.307 1.712 -0.051
1.262 2.042 -0.424
0.665 -1.000 -1.499
-0.152 0.378 1.345
0.281 -1.185 -0.169
-0.198 -1.895 1.519
1.733 1.563 0.314
0.403 -1.762 -2.623
-0.796 -1.918 -0.008
-0.528 0.013 -0.129
0.513 0.230 -0.204
-0.166 -0.282 0.465
-2.275 -0.369 -0.783
-0.136 0.215 2.116
-0.900 -0.025 -2.306
-1.041 -1.377 2.092
1.248 1.955 -0.234
0.751 -1.847 2.073
0.064 0.784 -1.436
-0.377 0.949 0.531
0.167 0.116 -0.145
-0.217 0.112 -0.021
0.112 0.044 0.025
0.115 0.164 0.238
-0.051 0.000 0.135
0.111 -0.179 0.028
-0.099 -0.191 -0.215
0.135 0.018 -0.102
-0.152 -0.137 0.185
0.203 -0.029 -0.045
-0.057 -0.037 0.045
-0.030 0.191 0.188
-0.033 0.150 -0.120
-0.181 -0.037 -0.002
0.043 -0.217 -0.203
-0.097 0.136 -0.107
0.037 -0.187 -0.167
0.019 0.255 -0.029
0.080 -0.099 -0.023
0.305 -0.088 0.038
-0.017 0.061 0.120
-0.109 -0.156 0.092
-0.288 0.090 -0.056
-0.113 0.010 -0.005
0.152 -0.188 0.054
-0.201 -0.002 -0.130
0.083 -0.036 0.014
0.179 0.011 -0.193
-0.047 0.191 -0.044
0.101 0.051 0.178
-0.210 -0.037 0.222
-0.058 0.114 -0.306
0.225 -0.008 -0.143
-0.197 0.151 -0.104
0.141 0.019 0.065
0.108 0.202 0.187
-0.144 -0.010 0.152
0.096 -0.187 0.039
-0.141 -0.191 -0.197
-0.132 0.034 -0.035
0.192 0.095 0.199
-0.192 -0.180 0.000
0.127 -0.004 0.039
0.249 -0.178 -0.072
0.025 -0.085 -0.182
0.086 0.192 -0.065
-0.250 0.185 0.085
0.115 -0.036 -0.168
-0.119 -0.133 0.274
0.234 0.100 -0.158
-0.013 0.036 0.146
-0.004 0.239 0.198
-0.034 0.145 -0.144
-0.192 -0.077 0.008
0.038 -0.250 -0.198
0.012 0.088 0.132
0.122 -0.180 0.024
-0.199 0.079 0.120
0.037 -0.131 -0.053
-0.140 -0.200 -0.206
-0.109 0.139 -0.074
0.174 0.044 -0.122
0.155 0.171 0.206

Its SMILES is CP(O)[PH3]CCCO.BrCCBr.BrCCBr.BrCCBr.BrCCBr.BrCCBr.BrCCBr.BrCCBr.BrCCBr. The value obtained for the lowest unoccupied orbital energy is 0.14 eV. The frontier orbital gap is 0.271 Eh.



2.
Molecular formula: C32H96O23
Method: DFT, wB97M-V/def2-TZVPD

Each line ends with the Mulliken charge.
Element x y z (Å)
C 0.932 -7.929 3.848  -0.666
O 1.804 -7.220 3.005  -0.282
C 2.408 -6.010 3.663  -0.158
C 3.524 -5.259 2.862  -0.804
O 3.045 -4.561 1.710  -0.416
C 2.756 -3.148 1.954  -0.405
H 0.574 -8.755 3.233  0.227
H 0.146 -7.240 4.156  0.258
H 1.411 -8.425 4.692  0.289
H 2.890 -6.297 4.597  0.355
H 1.516 -5.410 3.843  0.057
H 4.207 -5.955 2.374  0.414
H 4.216 -4.695 3.487  0.429
H 2.519 -2.640 1.019  -0.205
H 3.664 -2.754 2.412  0.502
H 1.997 -3.008 2.724  0.260
C -0.238 -2.649 -0.603  -0.246
O -0.946 -1.609 0.135  0.195
C -0.085 -0.873 0.971  -0.437
C -0.901 0.359 1.593  -0.794
O -1.830 0.967 0.741  1.482
C -1.244 1.650 -0.414  -0.334
H -0.831 -3.176 -1.350  -0.276
H 0.138 -3.461 0.020  0.309
H 0.520 -2.101 -1.163  0.359
H 0.884 -0.532 0.609  0.275
H 0.116 -1.467 1.863  -0.130
H -0.148 1.106 1.844  0.211
H -1.379 0.065 2.527  0.038
H -1.048 0.898 -1.179  0.302
H -0.446 2.352 -0.172  0.073
H -2.060 2.298 -0.734  -0.579
C 2.659 2.727 0.730  0.121
O 3.753 3.642 0.955  -0.406
C 5.014 3.379 0.227  -0.146
C 6.032 4.538 0.345  -0.683
O 6.507 4.780 1.680  -0.296
C 7.423 5.884 1.675  -0.733
H 1.799 3.057 1.314  -0.181
H 2.888 1.718 1.072  0.226
H 2.332 2.738 -0.310  0.025
H 4.719 3.195 -0.806  0.135
H 5.422 2.439 0.598  0.281
H 5.596 5.477 0.002  0.362
H 6.917 4.278 -0.237  0.357
H 7.730 6.082 2.702  0.255
H 6.899 6.771 1.322  0.321
H 8.281 5.761 1.013  0.291
C -4.328 5.709 1.383  -0.286
O -5.202 5.522 0.301  -0.499
C -4.665 5.229 -1.042  -0.245
C -3.716 6.232 -1.693  -0.716
O -2.497 6.360 -1.017  -0.348
C -1.786 7.495 -1.534  -0.962
H -4.788 5.692 2.371  0.369
H -3.904 6.713 1.405  0.209
H -3.607 4.898 1.483  -0.072
H -5.414 4.993 -1.797  0.384
H -4.200 4.261 -0.854  -0.032
H -4.338 7.124 -1.759  0.402
H -3.642 5.943 -2.742  0.502
H -0.845 7.603 -0.995  0.294
H -2.338 8.394 -1.260  0.329
H -1.685 7.442 -2.618  0.306
C 4.355 0.410 -6.408  -0.806
O 4.418 0.201 -4.994  -0.338
C 3.262 0.599 -4.259  -0.631
C 3.669 0.505 -2.749  0.056
O 4.064 -0.788 -2.391  -0.399
C 4.284 -0.938 -0.959  0.035
H 3.410 0.115 -6.864  0.316
H 5.228 -0.063 -6.857  0.273
H 4.469 1.458 -6.684  0.293
H 2.450 -0.119 -4.375  0.353
H 2.927 1.607 -4.504  0.359
H 2.810 0.847 -2.171  0.096
H 4.446 1.226 -2.497  0.203
H 3.371 -0.744 -0.397  -0.323
H 5.060 -0.225 -0.677  0.305
H 4.555 -1.985 -0.822  0.235
C -4.378 -6.446 -7.335  -0.697
O -3.441 -6.593 -6.266  -0.295
C -3.330 -5.382 -5.491  -0.621
C -2.752 -5.523 -4.090  -0.276
O -1.551 -6.349 -4.097  -0.354
C -0.964 -6.368 -2.815  -0.197
H -4.528 -7.376 -7.883  0.244
H -4.054 -5.673 -8.032  0.295
H -5.300 -6.041 -6.918  0.295
H -4.361 -5.051 -5.368  0.344
H -2.836 -4.701 -6.183  0.329
H -3.503 -5.946 -3.424  0.297
H -2.468 -4.540 -3.714  0.222
H 0.044 -6.784 -2.819  0.280
H -1.624 -6.812 -2.071  0.338
H -0.812 -5.328 -2.527  -0.170
C -1.188 -4.296 2.840  0.094
O -2.315 -3.709 3.534  -0.470
C -2.994 -2.766 2.746  0.560
C -3.880 -1.858 3.707  -0.798
O -3.019 -1.048 4.523  -0.243
C -3.774 -0.246 5.481  -0.910
H -0.579 -5.006 3.399  -0.041
H -0.472 -3.570 2.454  -0.199
H -1.640 -4.898 2.052  0.381
H -3.641 -3.292 2.044  0.408
H -2.323 -2.146 2.152  -0.559
H -4.596 -2.499 4.222  0.495
H -4.459 -1.127 3.141  0.371
H -4.297 -0.946 6.133  0.340
H -4.533 0.401 5.042  0.346
H -3.132 0.360 6.120  0.271
O -4.592 1.008 1.282  -0.709
H -4.679 1.191 0.346  0.387
H -3.648 1.008 1.440  0.098
O -4.195 1.425 -1.486  -0.599
H -3.771 2.108 -2.006  0.198
H -5.030 1.270 -1.928  0.240
O 2.042 -5.044 -0.649  -0.547
H 1.427 -5.624 -0.201  0.229
H 2.651 -4.766 0.036  0.399
O -3.495 -1.405 -0.850  -0.798
H -2.676 -1.664 -0.427  0.423
H -3.512 -0.451 -0.776  0.262
O 1.980 -4.234 -3.265  -0.593
H 1.884 -4.331 -2.317  0.354
H 2.779 -3.718 -3.374  0.291
C -0.391 5.726 1.394  -1.146
O -1.192 4.739 0.772  0.569
H 0.397 5.378 2.062  0.259
H 0.063 6.419 0.686  0.295
H -1.018 6.321 2.058  0.345
H -1.697 5.219 0.111  0.181
C 1.631 1.724 4.405  -0.554
O 1.449 0.465 3.767  -0.356
H 1.058 2.480 3.868  0.076
H 1.278 1.668 5.435  0.373
H 2.691 1.955 4.296  0.226
H 0.946 -0.047 4.405  0.248
C -2.654 2.936 3.675  -0.285
O -1.598 3.841 3.365  -0.599
H -2.512 2.476 4.653  0.182
H -3.536 3.563 3.800  0.372
H -2.810 2.214 2.873  0.031
H -1.390 3.866 2.429  0.114
C 0.813 3.377 -3.211  -0.498
O 2.227 3.307 -2.875  -0.381
H 0.313 4.000 -2.469  0.068
H 0.693 3.849 -4.186  0.430
H 0.294 2.419 -3.221  0.226
H 2.572 4.186 -3.046  0.211

Force components x, y, z for each atom (eV/Å):
0.137 0.013 -0.517
2.296 1.652 0.064
-0.296 -0.961 -0.864
-0.802 -1.590 -1.362
-0.451 1.639 0.872
0.930 -1.050 0.791
-0.461 0.225 -0.015
-0.395 -0.373 0.340
0.256 0.387 0.358
-0.247 -0.213 0.237
0.364 0.616 0.314
-0.165 -0.706 0.372
-0.586 0.592 0.326
-0.063 -0.262 0.117
0.142 0.490 -0.300
-0.456 -0.140 -0.264
-0.039 0.805 -0.030
0.748 -0.936 -0.904
-1.751 0.922 1.962
1.553 -0.422 -0.731
0.428 0.508 -0.837
-1.584 -0.374 0.964
-0.735 0.586 0.138
0.384 0.440 0.375
0.546 -0.522 0.046
-0.106 -0.154 -0.934
0.439 -0.257 0.123
0.215 0.011 0.305
-0.371 -0.091 -0.245
0.441 0.164 -0.063
0.419 -0.481 0.248
0.060 -0.077 -0.228
0.774 0.581 0.005
0.615 0.047 -0.296
-1.506 0.117 1.026
-0.415 -0.349 0.948
0.259 -0.072 -0.398
-1.009 -0.085 0.141
0.219 0.306 0.200
0.210 -0.210 -0.126
0.224 -0.171 -0.265
0.358 0.285 -0.369
0.279 -0.018 0.208
-0.155 0.002 -0.404
-0.100 -0.047 -0.542
0.089 -0.272 -0.111
-0.114 0.260 -0.053
0.178 -0.424 0.040
0.678 0.010 0.435
-1.179 0.541 -1.811
1.220 -0.937 2.109
-1.951 -0.652 0.515
0.221 0.680 -0.772
-0.321 0.177 0.909
-1.184 -0.315 -0.370
0.668 -0.056 -0.513
0.505 0.205 -0.426
-0.775 0.501 0.635
0.678 -0.206 -0.377
0.504 0.850 0.412
0.671 -0.325 -0.228
0.128 -0.437 -0.366
-0.240 0.155 -0.258
0.245 -0.080 0.020
0.215 0.490 0.517
-0.396 0.266 -0.778
1.357 -0.921 1.358
-0.529 0.784 -0.739
-0.176 -0.607 0.858
-0.305 0.178 -1.837
-0.008 -0.570 0.091
-0.305 -0.445 0.085
-0.048 0.477 0.332
-0.189 -0.108 -0.411
0.089 0.064 0.057
-0.415 -0.131 0.187
0.418 0.163 -0.250
-0.181 0.195 0.044
0.171 -0.193 0.377
0.286 0.213 0.115
0.491 0.832 0.818
-0.087 -0.581 0.341
-0.672 -0.733 -1.251
1.450 -1.164 -0.735
-0.972 0.294 -0.158
-0.039 1.084 -0.116
0.124 -0.024 0.403
0.331 0.049 -0.306
-0.501 -0.379 -0.058
-0.135 0.563 0.245
0.435 0.542 0.570
-0.027 -0.206 0.113
-0.184 0.284 -0.019
-0.306 -0.460 -0.321
0.042 -0.385 0.096
0.081 0.305 0.376
-1.251 -0.155 -0.217
1.852 -0.461 0.482
-1.119 1.073 1.027
1.212 0.162 -1.333
-0.558 0.408 0.909
0.119 -1.293 -0.317
-0.575 0.190 0.852
-0.280 0.364 -0.217
0.382 0.072 -0.620
-0.316 0.084 -0.175
0.171 0.110 0.123
0.246 -0.048 0.666
-0.235 -0.320 -0.617
-0.153 -0.020 0.200
0.101 0.042 -0.500
0.399 -0.167 -0.410
-0.739 -0.033 0.715
0.163 0.110 -0.174
0.382 -0.050 -0.273
-0.062 0.031 -0.072
0.185 0.163 -0.097
-0.333 -0.211 -0.175
-0.411 0.006 -0.786
-0.076 -0.206 0.132
0.290 -0.163 0.490
-0.612 -0.427 -0.443
0.317 0.142 0.249
0.043 0.267 0.076
-0.231 0.207 -0.705
0.061 -0.317 0.578
0.191 0.173 -0.107
-0.234 1.140 0.628
1.199 -0.520 0.209
-0.045 -0.790 -0.397
0.120 -0.151 -0.233
-0.175 0.236 0.058
-0.481 0.035 -0.325
0.149 0.099 -0.650
-0.283 -0.527 0.253
-0.117 0.169 0.124
0.341 0.296 0.063
-0.020 0.281 0.495
-0.091 -0.367 -0.328
-0.205 1.039 -0.303
0.627 -0.263 0.868
0.472 -0.250 -0.190
-0.495 -0.289 -0.191
-0.040 -0.095 0.291
-0.486 -0.256 -0.306
0.547 0.770 0.264
-1.106 -0.426 -0.247
-0.173 0.064 0.073
-0.095 -0.095 -0.115
0.669 -0.249 0.064
0.118 0.041 0.057

The value obtained for the lowest unoccupied orbital energy is -0.06 eV. The frontier orbital gap is 0.338 Eh.



3.
Molecular formula: C12H17N
Method: DFT, wB97M-V/def2-TZVPD

Each line ends with the Mulliken charge.
Element x y z (Å)
C -2.157 2.558 -0.228  -1.311
C -1.753 1.213 0.361  0.538
C -1.765 0.776 1.631  -0.826
N -1.322 -0.587 1.649  0.070
C -1.079 -0.926 0.351  -0.533
C -0.688 -2.173 -0.147  -0.738
C -0.450 -2.300 -1.496  -0.460
C -0.597 -1.237 -2.397  -0.809
C -1.065 -0.039 -1.893  -0.249
C -1.278 0.154 -0.526  1.309
H -1.986 3.499 0.289  0.344
H -3.198 2.615 -0.560  0.309
H -1.646 2.528 -1.195  0.279
H -2.054 1.208 2.573  0.396
H -1.231 -1.079 2.529  0.212
H -0.710 -3.005 0.549  0.351
H -0.052 -3.225 -1.894  0.381
H -0.599 -1.396 -3.465  0.383
H -1.213 0.864 -2.475  0.293
C 2.317 -1.107 -0.106  -1.238
C 2.212 -0.197 1.094  -0.120
C 2.139 1.339 0.861  -1.037
H 1.551 -1.021 -0.858  0.243
H 2.643 -2.113 0.136  0.295
H 3.152 -0.699 -0.719  0.426
H 1.421 -0.468 1.791  0.229
H 3.131 -0.344 1.681  0.446
H 2.072 1.606 -0.196  0.296
H 1.230 1.697 1.335  0.184
H 2.975 1.858 1.324  0.338

Force components x, y, z for each atom (eV/Å):
-0.137 -0.741 -0.943
-0.429 1.848 -1.198
0.597 -2.014 0.232
-0.961 2.265 0.283
0.639 -1.559 -0.500
-0.527 0.095 0.319
0.368 -0.495 -0.278
-1.122 0.359 0.630
0.158 1.262 0.190
-0.229 -0.626 2.015
0.497 -0.298 0.321
-0.226 -0.386 0.392
0.257 0.797 0.115
-0.032 0.359 -0.099
0.121 -0.290 -0.751
0.481 -0.188 -0.227
-0.291 -0.239 0.109
0.542 -0.005 -0.036
-0.070 -0.339 -0.603
1.697 1.374 -1.196
0.764 0.483 1.006
-0.570 -0.618 -0.152
-0.773 -0.392 0.354
-0.550 -0.254 0.032
0.088 -0.222 0.430
-0.246 -0.222 -0.206
-0.154 -0.207 -0.075
0.131 -0.039 0.022
-0.113 0.287 -0.038
0.090 0.004 -0.147

Its SMILES is Cc1c[nH]c2ccccc12.CCC. The value obtained for the lowest unoccupied orbital energy is 0.91 eV. The frontier orbital gap is 0.327 Eh. Its relative energy (zero: lowest compared OMol25 entry of this formula, charge and spin) is 1.0361 eV.



Question: Which of these has the lowest lowest unoccupied orbital energy?
Answer: C32H96O23